# 1
17
Properties=species:S:1:pos:R:3:nbo_charge:R:1 method="wB97M-V/def2-TZVPD" e_homo_ev="-6.7161 / -6.8279" largest_force_ev_per_a=4.99 relative_energy_kj_mol=427.5 gap_ev="6.4 / 6.9"
C 0.337 1.053 2.043 -0.43
C 1.326 0.876 1.141 -0.58
C 0.602 -1.806 -1.531 -0.09
C -2.103 0.841 -0.528 -0.85
N 0.671 -1.316 -0.328 -0.77
Si 2.059 -0.775 0.457 0.73
H 0.259 2.016 2.522 0.20
H -0.135 0.166 2.473 0.18
H 1.714 1.705 0.609 0.20
H -1.832 -0.009 -1.272 0.20
H 1.378 -1.571 -2.258 0.20
H -0.254 -2.313 -1.804 0.18
H -2.574 1.606 -1.176 0.21
H -2.929 0.413 0.173 0.21
H -1.369 1.296 0.024 0.22
H -0.032 -1.637 0.283 0.41
H 2.882 -0.545 -0.827 -0.23

---

# 2
43
Properties=species:S:1:pos:R:3:nbo_charge:R:1 method="wB97M-V/def2-TZVPD" e_homo_ev="-4.2817 / -4.2775" largest_force_ev_per_a=0.66 relative_energy_kj_mol=9.3 total_charge=-1 gap_ev="6.1 / 6.1"
Ni 0.989 -0.145 -0.093 0.86
Se -0.254 0.782 3.417 0.22
Se -0.858 -1.405 3.027 0.19
C -1.674 -1.217 1.298 0.06
C -2.993 -1.644 1.199 -0.27
C -3.655 -1.536 -0.010 -0.15
C -2.982 -0.975 -1.080 -0.25
C -1.671 -0.580 -0.897 0.07
N -1.007 -0.709 0.259 -0.50
C 1.635 0.517 3.147 0.06
C 2.528 1.099 4.037 -0.28
C 3.871 0.790 3.896 -0.16
C 4.256 -0.098 2.904 -0.27
C 3.286 -0.594 2.047 0.08
N 1.996 -0.268 2.149 -0.50
H -3.489 -2.033 2.077 0.23
H -4.682 -1.865 -0.106 0.22
H -3.447 -0.844 -2.046 0.22
H -1.113 -0.152 -1.717 0.22
H 2.175 1.743 4.830 0.22
H 4.603 1.220 4.569 0.21
H 5.288 -0.388 2.771 0.22
H 3.541 -1.253 1.226 0.23
Se 2.987 0.745 -0.940 -0.41
Se 3.543 -0.736 -2.682 -0.08
Se 3.450 -2.667 -1.405 -0.10
Se 1.211 -2.422 -0.718 -0.50
O -0.904 3.424 0.304 -0.67
C -0.295 2.558 -0.318 0.77
O 0.406 1.646 0.241 -0.80
C -0.417 2.616 -1.845 -0.13
C -0.848 3.827 -2.387 -0.17
C -1.018 3.984 -3.750 -0.21
C -0.767 2.898 -4.573 0.00
C -0.341 1.682 -4.074 -0.21
C -0.159 1.553 -2.705 -0.13
N -0.967 3.046 -6.023 0.53
O -1.321 4.134 -6.442 -0.40
O -0.707 2.096 -6.736 -0.39
H -1.056 4.639 -1.706 0.24
H -1.345 4.920 -4.178 0.24
H -0.137 0.858 -4.742 0.25
H 0.221 0.613 -2.329 0.22

---

# 3
28
Properties=species:S:1:pos:R:3:nbo_charge:R:1 method="wB97M-V/def2-TZVPD" e_homo_ev=-9.7784 largest_force_ev_per_a=1.89 relative_energy_kj_mol=18.6 gap_ev=10.1
H -2.631 2.211 1.631 0.34
N -2.706 1.295 1.222 -0.76
C -2.603 0.283 1.987 0.30
N -2.475 -1.007 1.531 -0.84
H -2.489 0.402 3.084 0.14
H -2.479 -0.984 0.520 0.42
H -2.832 -1.699 2.172 0.40
O 1.956 1.238 1.315 -0.97
H 2.849 1.510 1.022 0.48
H 1.511 2.112 1.134 0.50
O 0.322 3.275 1.001 -0.93
H -0.525 2.877 0.748 0.50
H 0.325 3.348 1.962 0.48
O 1.069 -3.404 0.041 -0.92
H 0.316 -3.568 -0.538 0.48
H 0.645 -3.100 0.855 0.45
O 1.233 -0.840 -0.129 -1.03
H 1.475 0.019 0.306 0.51
H 1.085 -1.531 0.528 0.47
O 1.559 1.567 -1.557 -0.96
H 2.057 1.631 -2.388 0.47
H 1.713 0.617 -1.387 0.49
O 1.661 -1.152 -3.032 -0.95
H 1.415 -1.720 -2.286 0.48
H 0.809 -1.207 -3.485 0.46
O -1.404 -1.123 -1.579 -1.00
H -0.725 -0.988 -0.913 0.50
H -1.647 -0.348 -2.093 0.49

---

# 4
45
Properties=species:S:1:pos:R:3:nbo_charge:R:1 method="wB97M-V/def2-TZVPD" e_homo_ev=-9.3287 largest_force_ev_per_a=8.30 relative_energy_kj_mol=579.1 gap_ev=9.5
C 0.169 1.551 1.225 -0.61
C 0.160 0.205 0.623 -0.16
N -0.134 0.288 -0.839 -0.66
C -0.597 -0.793 -1.688 0.11
O 0.397 -1.789 -1.652 -0.77
C 1.537 -0.434 1.141 0.68
N 1.647 -1.742 0.823 -0.82
O 2.198 0.191 1.902 -0.62
H 0.305 1.710 2.303 0.23
H 0.851 2.232 0.755 0.21
H -0.752 2.062 1.118 0.20
H -0.656 -0.362 1.063 0.21
H 0.617 0.780 -1.284 0.37
H -1.552 -1.033 -1.355 0.18
H -0.628 -0.308 -2.849 0.18
H 1.280 -1.551 -1.867 0.48
H 1.037 -2.274 0.387 0.40
H 2.280 -2.401 1.454 0.40
O -3.033 -2.252 3.395 -0.97
H -3.108 -2.086 2.436 0.50
H -2.068 -2.281 3.469 0.45
O -3.271 1.709 1.041 -0.96
H -2.453 1.615 1.556 0.50
H -3.536 2.520 1.136 0.45
O 3.822 2.293 -2.641 -1.01
H 4.240 1.888 -1.695 0.50
H 3.023 2.778 -2.419 0.47
O 2.294 -3.985 -2.089 -0.92
H 2.084 -3.285 -1.366 0.46
H 2.364 -3.493 -2.856 0.46
O -2.263 0.745 3.554 -0.95
H -1.336 0.572 3.785 0.47
H -2.699 -0.037 3.544 0.48
O -3.595 -1.476 0.892 -0.97
H -3.631 -1.561 -0.036 0.49
H -4.256 -0.722 1.004 0.50
O 2.222 1.066 -3.748 -0.95
H 2.115 1.499 -4.613 0.47
H 3.042 0.686 -3.750 0.48
O 4.308 1.486 -0.094 -0.95
H 4.466 2.361 0.243 0.48
H 3.861 1.011 0.584 0.50
O -3.751 0.590 -1.042 -0.98
H -4.201 1.370 -0.587 0.50
H -2.798 0.656 -0.964 0.48